C4H11AlAs2F14N2O5S2 as an isolated structure at a distorted geometry. Source: OMol25; level of theory: ωB97M-V with the def2-TZVPD basis set.

```
41
C4H11AlAs2F14N2O5S2 | OMol25 | ωB97M-V with the def2-TZVPD basis set
Al 0.69995 -0.68266 -1.90958
As -1.25821 3.22401 -2.42074
F -0.29612 1.71744 -2.42742
F -0.07878 3.94608 -1.41923
F -2.21426 4.63790 -2.30390
F -2.43868 2.53054 -3.45533
F -2.10101 2.55281 -1.02875
F -0.39068 3.67587 -3.82671
As -2.36488 -3.48874 -0.29953
F -1.56896 -2.38428 -1.45168
F -1.07244 -3.06749 0.81370
F -3.04816 -4.59194 0.79431
F -3.54383 -3.78609 -1.48562
F -1.32673 -4.71628 -0.91203
F -3.25181 -2.13836 0.33895
N 2.72386 0.68265 -0.49901
S 2.99301 2.05326 0.34196
O 3.85422 2.91757 -0.34176
O 2.94307 1.97678 1.74748
F 1.54205 2.64928 0.10242
S 4.19884 0.00118 -0.12288
O 4.33774 -0.39134 1.23015
O 5.32885 0.45283 -0.82074
F 3.80914 -1.40387 -0.80547
C -1.88077 1.19050 1.67280
C -0.81133 0.45052 0.85053
C -0.10462 -0.67881 1.55159
O 0.77756 -1.34014 0.69403
C 1.57997 -2.31010 1.33287
N -1.41701 -0.00700 -0.37311
H -2.00111 2.14435 1.16009
H -1.58718 1.45566 2.69441
H -2.84186 0.68167 1.76130
H -0.02586 1.15838 0.58223
H -0.80119 -1.42055 1.97406
H 0.39954 -0.26550 2.44085
H 2.27187 -1.82307 2.03051
H 2.09105 -2.87473 0.57314
H 1.02461 -2.89096 2.08105
H -1.95363 0.82686 -0.71776
H -2.19622 -0.66424 -0.14720
```

Values from the calculation:
2S+1	1
total energy	-7553.147907	Eh
energy above the lowest of the compared OMol25 structures with the same formula, charge and spin	0.592	eV
F_max	6.0	eV Å⁻¹
molar mass	674.1	u



A single C26H22N4OS molecule at a distorted geometry. Source: OMol25; level of theory: ωB97M-V with the def2-TZVPD basis set.

```
54
C26H22N4OS | OMol25 | ωB97M-V with the def2-TZVPD basis set
C -3.84985 -0.46066 2.36905
H -4.87653 -0.77904 2.53815
H -3.52940 0.15518 3.20562
H -3.22102 -1.34687 2.33216
C -3.76669 0.34032 1.06805
N -4.17067 -0.50668 -0.05887
C -3.38576 -1.37221 -0.74237
O -3.80061 -2.10133 -1.61930
C -1.90971 -1.38976 -0.36826
H -1.73321 -1.45720 0.70238
H -1.43992 -2.23391 -0.87174
S -1.08714 0.13257 -0.97313
C 0.52857 -0.19632 -0.42158
N 1.44316 0.73799 -0.62443
C 2.70274 0.44699 -0.35147
C 3.00861 -0.91496 -0.05171
N 2.00968 -1.68464 0.34372
N 0.77144 -1.32836 0.24166
C 4.33898 -1.50912 -0.11931
C 5.25849 -1.08098 -1.07633
C 6.50684 -1.66811 -1.14738
C 6.85224 -2.68313 -0.26933
C 5.93713 -3.12199 0.67422
C 4.68427 -2.54467 0.74772
H 3.95960 -2.87833 1.47422
H 6.20149 -3.91905 1.35329
H 7.83121 -3.13539 -0.32534
H 7.21307 -1.33386 -1.89289
H 4.98689 -0.29979 -1.77160
C 3.66078 1.54548 -0.29395
C 3.46674 2.65916 -1.11054
C 4.36525 3.70775 -1.07876
C 5.45522 3.66384 -0.22413
C 5.63901 2.57025 0.60763
C 4.75059 1.51312 0.57579
H 4.88823 0.67084 1.23765
H 6.47880 2.54181 1.28592
H 6.15774 4.48359 -0.20042
H 4.21503 4.56340 -1.72020
H 2.61075 2.67855 -1.76736
C -5.52463 -0.26610 -0.34211
C -6.39249 -0.99356 -1.13476
C -7.70049 -0.54169 -1.24798
C -8.12785 0.59884 -0.59073
C -7.24733 1.32811 0.19926
C -5.94861 0.88829 0.31862
C -4.79654 1.48347 1.07139
H -5.06316 1.78424 2.08379
H -4.41657 2.36170 0.54329
H -7.57383 2.22223 0.70935
H -9.15128 0.92718 -0.69266
H -8.39530 -1.09662 -1.86031
H -6.06007 -1.87815 -1.65011
H -2.75388 0.71760 0.91612
```

Values from the calculation:
2S+1	1
total energy	-1696.436469	Eh
energy above the lowest of the compared OMol25 structures with the same formula, charge and spin	0.077	eV
SMILES	C[C@@H]1Cc2ccccc2N1C(=O)CSc1nnc(-c2ccccc2)c(-c2ccccc2)n1
F_max	1.3	eV Å⁻¹
molar mass	438.6	u



A 3-piece molecular cluster, CH8O2S overall at a distorted geometry. Source: OMol25; level of theory: ωB97M-V with the def2-TZVPD basis set.

```
12
CH8O2S | OMol25 | ωB97M-V with the def2-TZVPD basis set
C 0.23078 -0.75535 2.57004
S 0.45260 -0.21557 0.78061
H 1.07688 -0.47898 3.20913
H 0.00351 -1.80544 2.97034
H -0.44084 0.02913 3.01438
H 1.49312 0.60786 1.08337
H -1.37149 0.39907 -1.76892
H -2.16952 -0.77150 -1.52437
O -1.74027 -0.36221 -2.28253
H 0.29487 0.53163 -2.86159
H 0.99120 1.89930 -2.51221
O 1.17917 0.92207 -2.67826
```

Values from the calculation:
2S+1	1
total energy	-591.517591	Eh
energy above the lowest of the compared OMol25 structures with the same formula, charge and spin	1.131	eV
SMILES	CS.O.O
F_max	2.2	eV Å⁻¹
molar mass	84.1	u



C15H22IrN5O2SSi as an isolated structure at a distorted geometry. Source: OMol25; level of theory: ωB97M-V with the def2-TZVPD basis set.

```
47
C15H22IrN5O2SSi | OMol25 | ωB97M-V with the def2-TZVPD basis set
Ir -0.75515 -0.26978 0.84427
N -0.52985 -0.85578 3.15870
N -1.21383 -2.07896 3.29900
C -1.92519 -2.59305 2.28305
N -2.60159 -3.69973 2.44051
N -1.84896 -1.86863 1.10974
N -2.62452 -2.23101 -0.05993
O -2.43730 -1.44029 -0.95482
O -3.32451 -3.19381 -0.04934
H 0.43379 -0.97100 3.46705
H -0.97450 -0.15340 3.74963
H -1.18730 -2.54885 4.19637
H -2.61975 -4.17985 3.33125
H -3.14137 -4.08897 1.67759
C 2.07948 -1.79208 -4.73064
C 0.74068 -1.57260 -4.40865
C 0.38991 -1.18079 -3.12695
C 1.38163 -1.05011 -2.15084
C 2.72926 -1.25796 -2.48968
C 3.07546 -1.65089 -3.77123
Si 1.18155 -0.74280 -0.36401
C 1.47150 0.92547 0.36339
C 1.16067 2.09372 -0.37546
C 1.57882 3.33175 0.07160
C 2.27045 3.43464 1.27382
C 2.56112 2.30201 2.04191
C 2.15673 1.06322 1.60562
H 2.34645 -2.05365 -5.74736
H -0.01956 -1.72303 -5.16409
H -0.65297 -1.01970 -2.88393
H 3.51601 -1.10992 -1.75339
H 4.11051 -1.82563 -4.03030
H 1.85294 -1.81319 0.41478
H 0.68217 1.99641 -1.34507
H 1.39364 4.22227 -0.51554
H 2.60366 4.40677 1.61609
H 3.12457 2.40738 2.95940
H 2.41930 0.17912 2.17570
C -1.41117 3.19150 1.15982
S -2.11041 1.57331 0.86790
C -2.87698 1.79698 -0.74479
H -0.92627 3.55563 0.26329
H -0.70778 3.12523 1.98716
H -2.24986 3.83328 1.43580
H -3.73966 2.44607 -0.58825
H -3.20935 0.82663 -1.10280
H -2.17247 2.25407 -1.43637
```

Values from the calculation:
2S+1	2
total energy	-1799.844961	Eh
total charge	+3
energy above the lowest of the compared OMol25 structures with the same formula, charge and spin	1.057	eV
F_max	2.3	eV Å⁻¹
molar mass	556.7	u



A 2-piece molecular cluster, C5H10Br2NO overall at a distorted geometry. Source: OMol25; level of theory: ωB97M-V with the def2-TZVPD basis set.

```
19
C5H10Br2NO | OMol25 | ωB97M-V with the def2-TZVPD basis set
C -0.12236 0.02600 1.23705
C 0.81840 1.70060 -0.47212
C -1.49299 -0.41759 0.71985
C -1.33366 -0.84520 -0.71532
C -0.39624 -1.96482 -0.83590
N 1.50041 2.53370 0.61546
O 0.28174 -2.27455 -1.89599
Br 2.06077 0.62227 -1.32204
Br 1.06582 -1.55522 1.01720
H 0.16405 0.35997 2.23587
H -2.14860 0.38279 0.69995
H -1.78099 -1.31159 1.12947
H -2.18058 -1.23209 -1.10150
H -1.10063 0.06467 -1.16511
H -0.58797 -2.92792 -0.50957
H 1.48250 2.10425 1.49702
H 0.88748 3.33076 0.78836
H 2.52839 2.82071 0.40115
H 0.35446 -1.41673 -2.32383
```

Values from the calculation:
2S+1	1
total energy	-5474.028086	Eh
total charge	+1
energy above the lowest of the compared OMol25 structures with the same formula, charge and spin	6.187	eV
F_max	3.7	eV Å⁻¹
molar mass	259.9	u